Here is a molecular structure, H6N4O2S from OMol25. Energies are from ωB97M-V/def2-TZVPD.

The frontier orbital gap (spin up / spin down) is 8.23 / 8.23 eV. As for the energy above the lowest of the compared OMol25 structures with the same formula, charge and spin: 31.5 kcal per mole. The charge is 0. For the energy, the calculation gives -771.11969 hartree. The calculation puts the LUMO energy (spin up / spin down) at -0.45 / -0.45 eV.

Each line ends with the Mulliken charge.
Cartesian coordinates (Å):
N (2.1543, 0.4445, -0.5738)  -0.271
N (-2.0077, -0.8162, -0.4823)  -0.633
N (1.3489, -0.0276, 0.4122)  -0.417
N (-1.9791, 0.1248, 0.5087)  -0.057
O (-0.7791, 2.0005, 1.3877)  -0.598
O (-0.7039, 1.5951, -1.0452)  -0.596
S (-0.6481, 1.0750, 0.3273)  0.908
H (1.9930, 1.4041, -0.9090)  0.281
H (2.2445, -0.2843, -1.2780)  0.264
H (-1.2613, -0.6309, -1.1353)  0.300
H (-1.6843, -1.7256, -0.1318)  0.245
H (1.3045, 0.3439, 1.3215)  0.306
H (-2.4702, -0.1964, 1.3370)  0.267

Here is C6H7N3O2 in the gas phase from OMol25. Energies are from ωB97M-V/def2-TZVPD.

The frontier orbital gap (spin up / spin down) is 7.06 / 6.35 eV. As for the energy above the lowest of the compared OMol25 structures with the same formula, charge and spin: 109.8 kcal per mole. The charge is 0. For the energy, the calculation gives -547.40939 hartree. The calculation puts the LUMO energy (spin up / spin down) at 0.28 / -0.40 eV.

Each line ends with the Mulliken charge.
Cartesian coordinates (Å):
C (-0.6938, -0.9876, 0.4471)  -0.246
C (-0.6375, -2.1931, -0.0301)  -0.463
C (0.0236, 0.2416, 0.2147)  0.326
C (0.7952, -2.9756, -1.9647)  0.555
C (2.4128, 0.6619, -0.1399)  -0.425
C (-1.6787, 1.6773, 0.8259)  -0.069
N (-0.0219, -2.5401, -1.2051)  -0.228
N (-0.4430, 1.3118, 0.8637)  -0.175
N (1.2747, 0.1387, -0.2217)  -0.366
O (1.4608, -3.1511, -2.9241)  -0.493
O (-1.9940, 3.0556, 0.9737)  -0.500
H (-1.4249, -0.7825, 1.2734)  0.276
H (-1.2738, -2.8824, 0.4174)  0.431
H (2.8021, 1.5834, 0.3157)  0.220
H (3.1442, 0.1736, -0.8191)  0.225
H (-2.5685, 1.1134, 0.5289)  0.363
H (0.2153, 2.0447, 1.1127)  0.261
H (-1.3927, 3.5105, 0.3315)  0.308

Here is a molecular structure, C25H36BrI2N2O5Si2TeW from OMol25. Energies are from ωB97M-V/def2-TZVPD.

The frontier orbital gap (spin up / spin down) is 3.86 / 3.86 eV. As for the energy above the lowest of the compared OMol25 structures with the same formula, charge and spin: 0.0 kcal per mole. The charge is +3. For the energy, the calculation gives -5542.46004 hartree. The calculation puts the LUMO energy (spin up / spin down) at -11.81 / -11.80 eV.

Each line ends with the Mulliken charge.
Cartesian coordinates (Å):
W (14.0223, 11.4630, 12.4524)  0.898
N (12.6495, 13.1330, 13.0274)  -0.392
C (12.9364, 13.3732, 14.4863)  -0.440
C (14.3082, 13.1674, 14.8727)  0.452
O (14.8297, 13.5429, 15.8950)  -0.502
N (14.9404, 12.3647, 13.9272)  0.361
C (16.3375, 11.9558, 14.3283)  -0.852
C (16.9314, 11.4411, 13.0069)  0.431
O (18.0590, 11.3123, 12.6486)  -0.484
O (15.8849, 11.0317, 12.2206)  -0.120
H (12.6971, 13.9405, 12.4024)  0.315
H (11.7025, 12.7169, 12.9411)  0.332
H (12.1863, 12.7743, 15.0276)  0.222
H (12.6897, 14.4161, 14.7466)  0.552
H (16.3386, 11.3043, 15.2225)  0.458
H (16.8403, 12.8558, 14.6808)  0.565
Br (14.5542, 9.2467, 8.4449)  -0.129
C (15.9691, 8.4256, 9.4417)  0.241
C (17.2132, 8.1855, 8.8081)  -0.532
C (18.3418, 7.7993, 9.6077)  -0.433
C (18.2010, 7.6623, 11.0071)  -0.699
C (16.9825, 7.8991, 11.5728)  -0.483
C (15.9142, 8.2464, 10.8411)  0.410
I (14.1827, 8.6710, 11.9265)  0.363
H (17.4968, 8.2985, 7.7708)  0.433
H (19.2427, 7.5469, 9.0736)  0.441
H (19.0606, 7.4669, 11.6339)  0.408
H (17.0071, 7.8393, 12.6115)  0.521
I (6.0549, 8.0180, 14.0476)  0.295
C (7.9233, 8.8783, 13.6174)  -0.145
C (8.1435, 9.6219, 12.4691)  -0.536
C (9.4134, 9.9965, 12.0560)  -0.762
C (10.4288, 9.8391, 13.0107)  0.242
C (10.2553, 9.2333, 14.2452)  -0.576
C (9.0214, 8.6953, 14.5295)  -0.514
C (11.6413, 10.5224, 12.7223)  0.817
O (12.5211, 10.6686, 13.6649)  -0.431
O (12.0725, 11.0362, 11.5993)  -0.511
H (7.3076, 9.8080, 11.8518)  0.446
H (9.6316, 10.3635, 11.1112)  0.703
H (11.1265, 9.1646, 14.9064)  0.465
H (8.8113, 8.3528, 15.5868)  0.344
C (16.0677, 16.8627, 10.1312)  -0.841
Si (16.9482, 15.3175, 10.8300)  -0.132
C (16.7000, 15.3518, 12.6910)  -0.648
C (18.8081, 15.0206, 10.5740)  -1.081
C (16.1482, 13.7518, 10.1341)  -0.355
Te (14.3731, 12.6611, 10.0108)  0.178
C (13.3811, 14.3277, 9.1508)  -0.961
Si (13.2522, 14.1160, 7.2759)  0.264
C (13.6773, 15.8965, 6.7973)  -0.911
C (11.4373, 13.6757, 7.1528)  -1.265
C (14.3940, 12.8564, 6.5387)  -0.921
H (14.9707, 16.9450, 10.5659)  0.239
H (16.0014, 16.7676, 9.0463)  0.171
H (16.6313, 17.7310, 10.3701)  0.431
H (17.2521, 16.0986, 13.2275)  0.571
H (17.0472, 14.3625, 13.0462)  -0.106
H (15.6450, 15.4558, 13.0561)  0.217
H (19.4157, 15.8835, 10.6664)  0.410
H (19.1818, 14.4735, 9.6762)  0.362
H (19.0160, 14.4073, 11.4636)  0.330
H (16.9377, 13.0386, 10.1845)  0.678
H (16.0369, 14.0979, 9.0434)  -0.068
H (13.8353, 15.1580, 9.5335)  0.503
H (12.3647, 14.4533, 9.5349)  0.667
H (12.8991, 16.6099, 7.1222)  0.330
H (13.8097, 16.0846, 5.7488)  0.424
H (14.6487, 16.1687, 7.2453)  0.181
H (10.8156, 14.4775, 7.3635)  0.445
H (11.0124, 12.9847, 7.8816)  0.375
H (11.2700, 13.2416, 6.1884)  0.373
H (15.4249, 13.1142, 6.5853)  0.383
H (14.1213, 12.8508, 5.4620)  0.407
H (14.2460, 11.8577, 6.9363)  0.177

Here is C4H7N3S in the gas phase from OMol25. Energies are from ωB97M-V/def2-TZVPD.

The frontier orbital gap is 9.01 eV. As for the energy above the lowest of the compared OMol25 structures with the same formula, charge and spin: 117.5 kcal per mole. The charge is 0. As for the SMILES: [H]/N=C1/CN(S)C(C)=N1. For the energy, the calculation gives -718.91526 hartree. The calculation puts the LUMO energy at -0.09 eV.

Each line ends with the Mulliken charge.
Cartesian coordinates (Å):
H (3.6066, 0.5664, -0.4414)  0.293
N (3.1151, -0.4095, -0.3335)  -0.631
C (1.8450, -0.2279, 0.1348)  0.383
C (0.6985, -1.2707, 0.1424)  -0.294
N (-0.4587, -0.3959, 0.4540)  -0.100
S (-2.0113, -0.8739, -0.2410)  -0.287
C (-0.0847, 0.9775, 0.0769)  0.445
C (-1.1490, 1.9818, -0.1574)  -0.756
N (1.1635, 1.1038, 0.2113)  -0.613
H (0.7352, -1.9186, 0.9589)  0.282
H (0.5241, -1.7546, -0.8602)  0.270
H (-2.9231, -0.5505, 1.0997)  0.192
H (-2.0976, 1.3913, -0.7717)  0.295
H (-1.4337, 2.2742, 1.0624)  0.231
H (-0.8298, 3.1204, -0.6941)  0.288

Here is C7H14N2O2 in the gas phase from OMol25. Energies are from ωB97M-V/def2-TZVPD.

The frontier orbital gap is 9.76 eV. As for the energy above the lowest of the compared OMol25 structures with the same formula, charge and spin: 34.7 kcal per mole. The charge is 0. As for the SMILES: C[C@H](N)[C@](N)(C(=O)O)C1CC1. For the energy, the calculation gives -535.04350 hartree. The calculation puts the LUMO energy at 0.75 eV.

Each line ends with the Mulliken charge.
Cartesian coordinates (Å):
C (1.0627, 2.1762, -0.5482)  -1.824
C (-0.2663, 1.4339, -0.2175)  0.051
N (-0.6643, 1.6024, 1.1928)  -0.550
C (-0.1876, -0.0420, -0.6688)  0.540
N (-0.1011, -0.1918, -2.1490)  -0.756
C (-1.8446, -0.6311, -0.2786)  0.309
O (-2.3958, -1.2116, -1.1666)  -0.593
O (-2.1057, -0.5705, 1.0058)  -0.537
C (0.8135, -0.9083, 0.0793)  -0.112
C (0.7194, -1.4330, 1.4909)  -0.756
C (0.5434, -2.3717, 0.2594)  -0.612
H (1.1264, 3.1580, -0.1664)  0.432
H (1.7712, 1.5941, -0.0485)  0.427
H (1.2066, 2.0273, -1.5736)  0.421
H (-1.0243, 1.9819, -0.8026)  0.476
H (0.0949, 1.5412, 1.9467)  0.270
H (-1.1861, 2.4025, 1.1348)  0.257
H (-0.9911, -0.7461, -2.3852)  0.346
H (0.5911, -0.8805, -2.4886)  0.315
H (-1.4980, 0.1790, 1.3305)  0.472
H (1.9117, -0.6326, -0.3591)  0.368
H (-0.1405, -1.2961, 2.1725)  0.264
H (1.7326, -1.4805, 2.0184)  0.266
H (1.3825, -3.1166, 0.1716)  0.294
H (-0.5507, -2.5841, 0.0501)  0.234

Here is C4H6FNOS in the gas phase from OMol25. Energies are from ωB97M-V/def2-TZVPD.

The frontier orbital gap is 9.38 eV. As for the energy above the lowest of the compared OMol25 structures with the same formula, charge and spin: 17.6 kcal per mole. The charge is 0. As for the SMILES: CS/C(=C/F)C(N)=O. For the energy, the calculation gives -784.05209 hartree. The calculation puts the LUMO energy at 0.72 eV.

Each line ends with the Mulliken charge.
Cartesian coordinates (Å):
C (1.2151, 1.8590, 1.0945)  -0.701
S (-0.5441, 1.6365, 0.6920)  -0.110
C (-0.6140, -0.0181, 0.1147)  0.062
C (-1.4893, -0.7760, 0.7625)  -0.073
F (-1.7346, -2.0392, 0.4416)  -0.259
C (0.2319, -0.4375, -1.1278)  0.420
N (-0.0077, -1.7033, -1.5711)  -0.358
O (0.9914, 0.3152, -1.6997)  -0.594
H (1.3575, 2.9251, 1.2364)  0.290
H (1.3592, 1.3301, 2.0292)  0.245
H (1.7847, 1.4885, 0.2145)  0.247
H (-2.1676, -0.4041, 1.5475)  0.369
H (-0.8043, -2.2973, -1.3079)  0.237
H (0.4220, -1.8789, -2.4263)  0.224

Across the entries above, maximum force takes the values 3.53, 4.86, 4.25, 5.19, 4.24, 1.81 eV/A, respectively.